Record 1
This record from the Open Molecules 2025 dataset describes C33H54AsN2OS2SiW as an isolated structure in a non-equilibrium geometry. The level of theory is the ωB97M-V functional and the def2-TZVPD basis.

CARTESIAN COORDINATES (ANGSTROEM)
W: -0.6507 -0.5082 -1.3359
S: 1.4760 -1.4934 -1.2430
C: 1.8873 -1.4196 0.4481
N: 3.1273 -1.3032 0.8266
C: 3.3978 -1.1060 2.2569
C: 2.4817 -1.9965 3.0583
N: 1.0876 -1.7265 2.6920
C: 0.0658 -1.7322 3.7437
C: -0.2689 -0.3222 4.2034
C: -1.5967 0.0872 4.2202
C: -1.9337 1.3498 4.6881
C: -0.9420 2.2199 5.1157
C: 0.3867 1.8162 5.0986
C: 0.7221 0.5502 4.6453
C: 0.8050 -1.4692 1.4375
S: -0.8212 -1.2700 0.9249
C: 4.2942 -1.3991 -0.0596
C: 5.0210 -2.7027 0.1959
C: 4.4132 -3.9081 -0.1488
C: 5.0888 -5.1029 0.0321
C: 6.3717 -5.0987 0.5671
C: 6.9768 -3.9000 0.9142
C: 6.2998 -2.7012 0.7396
H: 3.2364 -0.0508 2.4981
H: 4.4363 -1.3600 2.4565
H: 2.6190 -1.8215 4.1216
H: 2.7079 -3.0483 2.8536
H: 0.4425 -2.3324 4.5711
H: -0.8366 -2.2110 3.3653
H: -2.3761 -0.5967 3.9025
H: -2.9740 1.6455 4.7271
H: -1.2030 3.2059 5.4767
H: 1.1622 2.4813 5.4552
H: 1.7630 0.2459 4.6780
H: 4.9478 -0.5515 0.1530
H: 3.9688 -1.3372 -1.0938
H: 3.4167 -3.9143 -0.5820
H: 4.6205 -6.0364 -0.2496
H: 6.8991 -6.0320 0.7100
H: 7.9807 -3.8936 1.3164
H: 6.7861 -1.7671 0.9992
C: -4.4779 -3.2366 -1.0278
As: -3.5864 -2.3832 -2.5026
C: -2.5330 -3.6557 -3.4922
C: -4.8661 -1.4784 -3.6181
O: -2.5169 -1.2028 -1.8805
H: -5.1339 -4.0101 -1.4284
H: -5.0726 -2.5086 -0.4791
H: -3.7430 -3.6916 -0.3664
H: -3.2095 -4.3533 -3.9863
H: -1.8920 -4.2003 -2.8011
H: -1.9325 -3.1430 -4.2410
H: -5.5709 -2.2251 -3.9863
H: -4.3732 -1.0020 -4.4629
H: -5.4033 -0.7352 -3.0313
C: -3.8858 1.5658 -0.7237
C: -2.7203 2.4726 -0.3040
C: -2.6046 2.3967 1.2245
C: -3.0203 3.9148 -0.7317
Si: -1.0220 1.9320 -1.0787
C: 0.5760 2.7647 -0.3254
C: 0.7971 2.2707 1.1132
C: 0.4320 4.2914 -0.3051
C: 1.8353 2.3977 -1.1299
C: -0.9523 1.7873 -3.1117
C: -0.0159 0.6404 -3.5427
C: -0.4206 3.1179 -3.6625
C: -2.3278 1.5328 -3.7375
H: -4.7850 1.8984 -0.1988
H: -3.7029 0.5270 -0.4479
H: -4.0979 1.6240 -1.7887
H: -3.5872 2.5933 1.6613
H: -1.9221 3.1474 1.6238
H: -2.2796 1.4100 1.5649
H: -3.9295 4.2537 -0.2283
H: -3.1926 3.9949 -1.8074
H: -2.2201 4.6032 -0.4593
H: -0.0459 2.4658 1.7744
H: 1.6644 2.7891 1.5328
H: 0.9975 1.1984 1.1354
H: -0.3170 4.6109 0.4205
H: 0.1658 4.6988 -1.2821
H: 1.3845 4.7408 -0.0117
H: 1.9611 1.3167 -1.2186
H: 2.7134 2.7926 -0.6109
H: 1.8385 2.8377 -2.1259
H: 1.0219 0.7917 -3.2436
H: -0.0231 0.5460 -4.6317
H: -0.3923 -0.3866 -3.2086
H: 0.5774 3.3653 -3.3060
H: -1.0898 3.9383 -3.4018
H: -0.3754 3.0617 -4.7546
H: -2.7916 0.6223 -3.3639
H: -2.2163 1.4411 -4.8228
H: -3.0028 2.3691 -3.5609

Computed properties:
HOMO energy (alpha / beta) ... -16.094 / -16.125 eV
Calculated total energy ... -132312.5274 eV
E_LUMO (alpha / beta) ... -0.373 / -0.375 Ha
⟨S²⟩ ... 2.03
Largest force on an atom ... 2.8 eV/Å
Net charge ... +3
Spin multiplicity ... 3
Kohn-Sham gap (alpha / beta) ... 5.93 / 5.92 eV

These are the Löwdin partial charges, in e, on atoms 1 to 5: 0.90, 0.74, -0.56, -0.03, -0.05

---

Record 2
This record from the Open Molecules 2025 dataset describes C33H29CoN5O8S as an isolated structure. The level of theory is the ωB97M-V functional and the def2-TZVPD basis.

CARTESIAN COORDINATES (ANGSTROEM)
Co: -0.1518 -0.5802 0.5552
C: -0.2324 -4.9774 0.5837
C: -1.5757 -5.2590 0.7539
C: -2.4574 -4.2202 1.0020
C: -1.9630 -2.9280 1.0509
N: -0.6682 -2.6589 0.8658
C: 0.1797 -3.6562 0.6463
C: -2.8222 -1.7343 1.2695
C: -4.1747 -1.7906 1.5789
C: -4.8576 -0.6001 1.7533
C: -4.1942 0.6058 1.6052
C: -2.8432 0.5844 1.2823
N: -2.1967 -0.5674 1.1403
C: -2.0222 1.8075 1.0670
C: -2.5960 3.0621 0.9361
C: -1.7735 4.1580 0.7161
C: -0.4103 3.9622 0.6300
C: 0.0849 2.6717 0.7638
N: -0.6988 1.6180 0.9819
H: 0.4864 -5.7605 0.3891
H: -1.9392 -6.2754 0.6843
H: -3.5121 -4.4180 1.1208
H: 1.2118 -3.3678 0.4955
H: -4.6837 -2.7363 1.6874
H: -5.9095 -0.6115 2.0068
H: -4.7198 1.5375 1.7495
H: -3.6672 3.1899 0.9900
H: -2.2010 5.1466 0.6093
H: 0.2762 4.7786 0.4571
H: 1.1452 2.4721 0.6959
C: -2.0465 4.1165 -3.5995
O: -0.6361 4.0082 -3.6276
C: -0.0825 2.8989 -3.0788
C: 1.3229 2.8551 -3.1075
C: 1.9566 1.7698 -2.5666
C: 1.2544 0.7119 -1.9564
C: 1.9735 -0.4244 -1.4110
C: 3.4186 -0.6410 -1.7583
O: 1.4429 -1.2458 -0.6442
C: -0.1688 0.7752 -1.8995
O: -0.9031 -0.1147 -1.3023
C: -0.8128 1.8777 -2.5096
H: -2.2864 5.0667 -4.0682
H: -2.4218 4.1082 -2.5726
H: -2.5177 3.3049 -4.1599
H: 1.8676 3.6768 -3.5501
H: 3.0380 1.7403 -2.5842
H: 3.6304 -0.4450 -2.8079
H: 3.6843 -1.6641 -1.5033
H: 4.0246 0.0298 -1.1420
H: -1.8923 1.8952 -2.4516
O: 4.9000 1.1510 0.8646
S: 3.7991 1.5462 1.7047
O: 3.5155 2.9557 1.8003
N: 2.4529 0.7290 1.3168
C: 2.0378 -0.0430 2.3063
O: 0.9932 -0.7381 2.2821
C: 2.9241 -0.0168 3.5164
C: 2.7845 -0.7117 4.7029
C: 3.7403 -0.5106 5.6916
C: 4.8034 0.3661 5.4913
C: 4.9397 1.0654 4.2969
C: 3.9816 0.8504 3.3289
H: 1.9511 -1.3874 4.8424
H: 3.6605 -1.0405 6.6320
H: 5.5341 0.5051 6.2775
H: 5.7622 1.7485 4.1337
N: -0.5215 -1.4834 -4.0606
C: -1.2990 -2.6822 -4.3081
C: -1.9169 -3.2738 -3.0451
O: -2.5931 -4.2716 -3.0839
O: -1.6670 -2.6491 -1.9039
H: -1.0744 -0.6367 -4.0921
H: 0.2438 -1.3807 -4.7101
H: -1.1439 -1.8175 -2.0200
H: -0.6506 -3.4635 -4.7057
H: -2.1170 -2.5637 -5.0254

Computed properties:
HOMO energy (alpha / beta) ... -7.786 / -7.821 eV
Calculated total energy ... -106988.0554 eV
E_LUMO (alpha / beta) ... -0.015 / -0.015 Ha
⟨S²⟩ ... 3.76
Largest force on an atom ... 0.1 eV/Å
Net charge ... 0
Spin multiplicity ... 4
Energy relative to the best compared isomer or geometry (same formula, charge and spin) ... 0.0 kcal/mol
Kohn-Sham gap (alpha / beta) ... 7.39 / 7.41 eV

These are the Löwdin partial charges, in e, on atoms 1 to 5: 0.76, -0.03, -0.04, 0.00, -0.20

---

Record 3
This record from the Open Molecules 2025 dataset describes one molecule with the formula C6H11ClSi in a non-equilibrium geometry. The level of theory is the ωB97M-V functional and the def2-TZVPD basis.

CARTESIAN COORDINATES (ANGSTROEM)
C: -0.1864 1.0830 0.4987
C: 1.7759 0.2569 -0.6132
C: 1.1140 1.5451 -0.2721
C: -1.1111 -1.6315 -1.2312
C: -1.4660 1.8415 0.0280
C: 0.7670 -1.6116 1.5400
Si: 0.0496 -0.7353 0.0198
Cl: 3.2394 -0.2317 -0.0607
H: 0.7998 2.0778 -1.1587
H: 1.8427 2.1470 0.3338
H: -0.5367 -2.5465 -1.7116
H: -1.9631 -2.2416 -0.9571
H: -1.6141 -0.8470 -1.7807
H: -2.2758 1.5265 0.7082
H: -1.1972 2.8203 0.2682
H: -1.8154 1.7523 -0.9726
H: 0.9857 -0.8140 2.1315
H: -0.0386 -2.1880 2.0385
H: 1.6302 -2.2030 1.1911

Computed properties:
HOMO energy (alpha / beta) ... -7.225 / -8.811 eV
Calculated total energy ... -26795.4374 eV
E_LUMO (alpha / beta) ... 0.029 / -0.020 Ha
⟨S²⟩ ... 2.01
Largest force on an atom ... 4.6 eV/Å
Net charge ... 0
Spin multiplicity ... 3
Kohn-Sham gap (alpha / beta) ... 8.03 / 8.26 eV

These are the natural (NBO) partial charges, in e, on atoms 1 to 5: -0.24, -0.36, -0.57, -1.14, -0.70

---

Record 4
This record from the Open Molecules 2025 dataset describes C39H56AsN7S2Ti as an isolated structure in a non-equilibrium geometry. The level of theory is the ωB97M-V functional and the def2-TZVPD basis.

CARTESIAN COORDINATES (ANGSTROEM)
Ti: -0.8741 1.6025 0.0575
C: 3.3455 -0.6336 0.5717
C: 2.3098 0.2542 -0.0512
N: 1.4250 -0.2117 -0.8531
C: 1.1146 -1.6498 -0.9801
C: -1.5972 -1.5066 -0.8473
N: -2.1660 -0.3435 -0.1169
C: -3.6178 -0.1285 -0.3905
C: -3.8162 1.2281 -1.0072
N: -3.0322 2.2349 -0.2425
C: -3.6300 2.7169 1.0450
C: -2.6609 2.5200 2.2105
N: -1.2786 2.6641 1.7086
C: -0.3904 3.4378 2.2054
C: -0.6294 4.3791 3.3396
C: 0.9787 3.2224 1.6066
C: 2.1053 3.9365 1.9777
C: 3.3373 3.5415 1.4839
C: 3.4125 2.3661 0.7491
C: 2.2494 1.6897 0.4286
N: 1.0421 2.1816 0.7601
H: 4.0826 -0.0591 1.1231
H: 3.8548 -1.2195 -0.1948
H: 2.8779 -1.3183 1.2842
H: 1.8941 -2.2441 -0.5153
H: 1.0994 -1.8734 -2.0415
H: -2.3281 -2.3144 -0.7815
H: -1.4888 -1.2360 -1.8935
H: -2.1028 -0.5849 0.8671
H: -4.1557 -0.2056 0.5563
H: -4.0150 -0.9061 -1.0423
H: -4.8720 1.5012 -1.0547
H: -3.4244 1.2396 -2.0255
H: -2.9948 3.0494 -0.8402
H: -4.5693 2.2028 1.2429
H: -3.8636 3.7746 0.9297
H: -2.7365 1.5040 2.6047
H: -2.8811 3.2021 3.0278
H: -0.9451 3.8252 4.2257
H: -1.4247 5.0821 3.0855
H: 0.2516 4.9530 3.6072
H: 2.0239 4.7912 2.6336
H: 4.2331 4.1016 1.7201
H: 4.3715 1.9729 0.4413
S: 0.0035 -0.4034 1.8346
C: -0.1222 -1.9968 1.1747
N: -0.0535 -3.0463 1.9368
C: -0.1299 -4.4357 1.4193
C: -0.8789 -4.4528 0.1267
N: -0.2265 -3.5392 -0.7853
C: -0.6063 -3.8207 -2.1925
C: 0.0594 -5.0741 -2.6915
C: 1.4356 -5.1115 -2.8946
C: 2.0468 -6.2699 -3.3435
C: 1.2835 -7.4067 -3.5913
C: -0.0857 -7.3783 -3.3939
C: -0.6963 -6.2106 -2.9462
C: -0.2496 -2.1430 -0.3581
S: 0.3977 0.8044 -1.8369
C: 0.2050 -2.9865 3.4133
C: 1.6378 -3.3420 3.7070
C: 2.6259 -2.3582 3.6753
C: 3.9512 -2.6930 3.9130
C: 4.2976 -4.0111 4.1905
C: 3.3150 -4.9891 4.2444
C: 1.9881 -4.6531 4.0058
H: -0.6270 -5.0216 2.1896
H: 0.8843 -4.8134 1.2957
H: -1.9452 -4.2223 0.2851
H: -0.8236 -5.4536 -0.3024
H: -0.3491 -2.9643 -2.8166
H: -1.6950 -3.9419 -2.2763
H: 2.0419 -4.2297 -2.7069
H: 3.1163 -6.2909 -3.5088
H: 1.7605 -8.3112 -3.9458
H: -0.6832 -8.2584 -3.5927
H: -1.7728 -6.1872 -2.8085
H: -0.4834 -3.7036 3.8566
H: -0.0491 -1.9944 3.7684
H: 2.3433 -1.3226 3.5133
H: 4.7152 -1.9252 3.9135
H: 5.3291 -4.2711 4.3884
H: 3.5776 -6.0106 4.4852
H: 1.2222 -5.4185 4.0706
C: -3.2994 4.4860 -2.6113
C: -2.1028 5.0605 -1.8400
As: -0.5986 3.8479 -1.5799
C: 0.8049 5.1093 -1.1082
C: 0.4045 6.1278 -0.0454
C: -0.1149 3.4722 -3.4370
C: -0.3053 4.6465 -4.3915
H: -3.7527 5.2584 -3.2311
H: -4.0975 4.1355 -1.9520
H: -3.0311 3.6674 -3.2820
H: -2.3973 5.4612 -0.8693
H: -1.6625 5.8920 -2.3884
H: 1.0700 5.6113 -2.0380
H: 1.6773 4.5245 -0.8133
H: -0.3408 6.8281 -0.4202
H: 1.2674 6.7197 0.2634
H: -0.0164 5.6690 0.8533
H: -0.6773 2.6005 -3.7760
H: 0.9305 3.1691 -3.3941
H: -1.3532 4.8936 -4.5487
H: 0.1135 4.3885 -5.3641
H: 0.2070 5.5492 -4.0576

Computed properties:
HOMO energy (alpha / beta) ... -14.903 / -14.903 eV
Calculated total energy ... -157386.0283 eV
E_LUMO (alpha / beta) ... -0.331 / -0.334 Ha
⟨S²⟩ ... 0.76
Largest force on an atom ... 2.9 eV/Å
Net charge ... +3
Spin multiplicity ... 2
Energy relative to the best compared isomer or geometry (same formula, charge and spin) ... 70.5 kcal/mol
Kohn-Sham gap (alpha / beta) ... 5.90 / 5.81 eV

These are the Löwdin partial charges, in e, on atoms 1 to 5: 0.59, 0.03, -0.25, -0.38, -0.09